Density functional theory data (the ωB97M-V functional and the def2-TZVPD basis) for a cluster of 2 separate species, C15H25N2 in total in a non-equilibrium geometry.

XYZ file:
```
42
Properties=species:S:1:pos:R:3:forces:R:3
C 4.873 2.009 0.001 0.308 -0.406 -0.092
N 3.516 2.071 0.547 -1.303 -1.973 -0.226
C 2.972 3.397 0.853 -0.368 -0.089 0.320
C 2.762 0.936 0.626 1.958 2.562 -0.581
C 1.493 0.885 1.167 -1.460 -0.351 0.369
C 0.619 -0.172 0.981 0.797 1.153 -0.174
C -0.718 -0.187 1.484 -0.910 -0.023 0.284
C -1.709 -0.968 0.856 0.602 0.130 -0.002
C -3.022 -0.907 1.262 -0.265 -0.050 -0.068
C -3.386 -0.098 2.326 0.017 -0.044 -0.124
C -2.426 0.652 2.984 0.062 0.122 0.174
C -1.114 0.619 2.570 0.214 -0.167 -0.273
H 5.278 3.004 -0.168 -0.233 -0.051 0.073
H 5.531 1.488 0.695 0.025 0.016 0.024
H 4.876 1.474 -0.948 -0.023 -0.010 -0.015
H 3.658 4.186 0.551 0.101 -0.287 -0.010
H 2.035 3.549 0.320 -0.042 -0.060 0.006
H 2.790 3.496 1.922 -0.018 0.043 0.088
H 3.177 0.046 0.191 0.447 -0.219 -0.108
H 1.132 1.757 1.682 -0.079 0.166 0.173
H 0.922 -0.968 0.320 0.088 -0.369 -0.055
H -1.435 -1.579 0.013 0.056 -0.205 -0.149
H -3.777 -1.479 0.745 -0.010 -0.099 -0.048
H -4.418 -0.045 2.637 -0.098 -0.034 0.056
H -2.713 1.263 3.824 0.016 0.101 0.116
H -0.371 1.192 3.096 0.116 0.156 0.188
C 5.553 -5.141 4.761 0.101 -0.121 0.084
C 5.007 -4.053 3.853 -0.073 0.278 -0.197
C 3.524 -3.769 4.099 -0.138 -0.058 -0.045
C 2.970 -2.681 3.183 0.262 0.227 -0.139
N 1.548 -2.443 3.382 -0.355 -0.209 -0.031
H 6.611 -5.331 4.575 -0.050 0.034 -0.010
H 5.447 -4.871 5.813 -0.001 0.053 -0.006
H 5.021 -6.084 4.619 -0.024 0.020 -0.051
H 5.583 -3.127 3.981 -0.074 -0.100 0.106
H 5.155 -4.330 2.800 -0.086 -0.075 0.125
H 2.939 -4.688 3.968 0.053 0.112 -0.135
H 3.367 -3.486 5.146 0.083 0.110 -0.038
H 3.534 -1.749 3.326 0.318 -0.053 0.092
H 3.136 -2.970 2.137 -0.099 -0.091 0.094
H 1.363 -2.151 4.334 -0.021 -0.005 -0.001
H 1.195 -1.718 2.767 0.107 -0.134 0.205
```
Positions in Å, forces in eV/Å.

## Properties
LUMO level: -5.1 eV
Energy above the lowest of the compared OMol25 structures with the same formula, charge and spin: 8.3 kJ/mol
Net charge: +1

Atomic partial charges in e from the Löwdin method, atoms 1 to 8:
1 C -0.013
2 N -0.151
3 C -0.012
4 C -0.003
5 C -0.055
6 C 0.016
7 C -0.226
8 C -0.001

=====

Density functional theory data (the ωB97M-V functional and the def2-TZVPD basis) for the molecule C16H17N3O4S.

XYZ file:
```
41
Properties=species:S:1:pos:R:3:forces:R:3
C -4.003 -2.831 1.921 -0.139 0.228 0.033
C -2.712 -2.202 1.511 -0.011 0.456 0.200
C -2.331 -0.966 1.887 -0.031 -0.450 0.020
C -3.143 -0.053 2.733 -0.478 -0.014 0.274
O -3.948 -0.387 3.563 0.055 -0.063 0.074
O -2.899 1.224 2.431 0.101 0.428 -0.306
N -1.119 -0.426 1.455 -0.298 0.003 -0.265
C -0.151 0.352 2.044 0.260 0.319 0.139
O -0.156 1.077 2.993 0.153 0.012 0.190
C 0.879 -0.071 0.981 0.337 -0.230 -0.225
N 1.351 0.957 0.118 -0.375 0.085 0.294
C 2.597 0.976 -0.407 -0.106 0.414 0.050
O 3.443 0.142 -0.192 0.332 -0.267 -0.023
C 2.788 2.156 -1.371 0.296 -0.207 0.027
N 2.020 3.303 -0.904 0.091 0.206 -0.028
C 2.270 1.647 -2.697 0.016 0.165 -0.187
C 3.099 0.892 -3.518 -0.016 0.055 0.054
C 2.621 0.378 -4.709 0.038 -0.050 -0.040
C 1.311 0.613 -5.093 -0.048 -0.035 -0.065
C 0.480 1.360 -4.277 -0.085 -0.038 -0.058
C 0.954 1.870 -3.081 0.051 0.069 -0.003
C -0.258 -0.968 0.434 0.005 -0.652 -0.222
S -0.080 -2.764 0.659 -0.113 0.137 -0.020
C -1.884 -3.058 0.599 0.680 0.142 -0.102
H -3.806 -3.621 2.645 0.002 -0.099 0.050
H -4.669 -2.112 2.385 -0.082 -0.098 -0.002
H -4.489 -3.284 1.057 -0.029 -0.081 -0.076
H -3.378 1.813 3.035 -0.030 -0.315 0.039
H 1.737 -0.630 1.365 -0.162 0.058 0.047
H 0.752 1.741 -0.104 0.083 -0.002 0.033
H 3.871 2.343 -1.452 -0.260 -0.143 0.079
H 2.402 3.644 -0.028 -0.034 0.028 -0.068
H 2.077 4.057 -1.582 -0.034 -0.036 0.060
H 4.117 0.702 -3.213 0.124 -0.017 0.037
H 3.272 -0.208 -5.340 0.058 -0.048 -0.051
H 0.938 0.213 -6.024 -0.022 -0.027 -0.077
H -0.544 1.546 -4.570 -0.073 0.016 -0.027
H 0.306 2.455 -2.445 -0.067 0.049 0.039
H -0.588 -0.760 -0.587 0.064 0.116 0.076
H -2.007 -4.109 0.860 -0.098 -0.006 -0.031
H -2.201 -2.924 -0.439 -0.152 -0.106 0.065
```
Positions in Å, forces in eV/Å.

## Properties
LUMO level: 0.4 eV
Energy above the lowest of the compared OMol25 structures with the same formula, charge and spin: 187.2 kJ/mol

Atomic partial charges in e from the Löwdin method, atoms 1 to 8:
1 C -0.032
2 C -0.234
3 C -0.086
4 C -0.458
5 O 0.116
6 O 0.128
7 N 0.015
8 C -0.375

=====

Density functional theory data (the ωB97M-V functional and the def2-TZVPD basis) for the molecule C3H8NOP in a non-equilibrium geometry.

XYZ file:
```
14
Properties=species:S:1:pos:R:3:forces:R:3
C -0.079 1.889 0.423 -5.954 -1.261 -2.460
C -1.212 0.199 -0.832 -2.283 1.340 -2.126
C 1.510 -1.405 0.285 -2.154 0.819 -1.238
N -0.085 0.772 -0.235 3.509 2.717 1.898
O 2.724 0.818 0.087 4.249 4.337 3.864
P 1.875 0.104 -0.770 -4.142 -4.249 -3.448
H -1.122 2.507 0.466 2.140 -1.575 0.070
H 0.670 2.433 0.859 2.641 0.361 0.753
H -1.023 -0.841 -1.232 -0.439 0.979 1.224
H -2.031 0.438 -0.066 0.424 -1.263 -1.605
H -1.428 0.796 -1.843 0.186 -1.063 2.144
H 2.246 -2.132 0.145 1.271 -1.208 -0.224
H 1.523 -1.026 1.284 -0.081 0.048 0.755
H 0.518 -1.829 0.009 0.631 0.017 0.395
```
Positions in Å, forces in eV/Å.

## Properties
LUMO level: -0.1 eV
Energy above the lowest of the compared OMol25 structures with the same formula, charge and spin: 199.8 kJ/mol

Atomic partial charges in e from the Löwdin method, atoms 1 to 8:
1 C 0.027
2 C -0.150
3 C -0.285
4 N -0.289
5 O -0.491
6 P 0.655
7 H 0.136
8 H 0.041

=====

Density functional theory data (the ωB97M-V functional and the def2-TZVPD basis) for a structure of composition C39H35BBr2CdN9O3S3.

XYZ file:
```
93
Properties=species:S:1:pos:R:3:forces:R:3
Cd 0.158 -0.349 -0.093 0.544 0.008 -0.243
C -0.412 4.095 -1.225 0.011 -0.020 -0.023
C -0.297 2.776 -0.522 0.066 0.112 -0.075
N -0.238 1.663 -1.143 -0.407 0.056 -0.052
N -0.313 1.626 -2.500 0.050 0.038 -0.120
C -0.919 0.500 -2.884 -0.005 0.124 0.086
O -1.509 -0.303 -2.126 0.098 -0.191 0.038
C -0.857 0.206 -4.355 0.005 0.007 -0.019
C -1.305 -1.031 -4.804 0.003 0.001 0.014
C -1.203 -1.372 -6.144 -0.018 -0.020 -0.001
C -0.660 -0.473 -7.051 0.011 -0.001 -0.027
C -0.219 0.769 -6.610 0.008 0.009 -0.017
C -0.316 1.106 -5.270 0.019 0.009 0.048
C -0.331 2.699 0.956 0.039 0.025 0.026
C -0.436 3.848 1.736 0.044 -0.016 -0.026
C -0.568 3.731 3.106 0.026 -0.004 0.010
C -0.596 2.469 3.670 0.024 -0.023 0.044
C -0.465 1.381 2.828 0.102 -0.034 0.007
N -0.338 1.479 1.509 -0.168 0.010 0.108
H -0.740 3.921 -2.247 0.019 0.004 0.013
H 0.563 4.588 -1.256 -0.001 0.014 0.030
H -1.112 4.762 -0.725 -0.026 -0.006 -0.001
H -1.725 -1.715 -4.077 -0.002 -0.002 0.003
H -1.544 -2.343 -6.482 -0.006 0.002 -0.005
H -0.575 -0.738 -8.097 0.005 -0.005 -0.004
H 0.212 1.470 -7.314 -0.009 -0.002 0.000
H 0.033 2.063 -4.908 0.006 0.010 0.008
H -0.385 4.822 1.275 -0.002 -0.002 -0.017
H -0.628 4.617 3.725 -0.004 0.004 0.007
H -0.676 2.317 4.736 -0.003 0.001 0.005
H -0.464 0.377 3.232 0.031 -0.056 0.029
C -0.479 -3.059 3.790 -0.059 0.009 0.004
N 0.268 -1.888 4.185 0.016 0.099 0.053
C 0.224 -1.301 5.435 0.002 -0.012 0.033
C 1.245 -0.417 5.471 0.015 -0.023 0.025
N 1.928 -0.464 4.278 -0.147 0.031 -0.110
B 3.392 0.227 4.266 -0.104 -0.069 -0.014
N 3.971 0.490 2.877 0.050 0.084 -0.033
C 4.863 -0.363 2.255 0.031 -0.160 0.047
C 5.253 0.190 1.095 0.033 -0.040 -0.043
N 4.606 1.405 1.002 -0.001 0.015 0.114
C 4.627 2.278 -0.145 -0.047 0.031 -0.016
C 3.820 1.588 2.096 -0.155 -0.011 -0.125
S 2.854 2.954 2.354 -0.077 0.064 0.056
C 1.307 -1.349 3.476 0.152 0.036 0.012
S 1.664 -1.779 1.860 -0.008 -0.114 0.026
H -1.409 -3.093 4.356 -0.013 0.002 -0.005
H 0.101 -3.963 3.984 -0.022 -0.002 0.002
H -0.686 -3.015 2.727 -0.009 0.022 -0.051
H -0.520 -1.567 6.164 0.000 0.005 0.013
H 1.565 0.248 6.253 -0.007 0.001 0.019
H 4.108 -0.574 4.828 0.037 -0.045 -0.010
H 3.258 1.240 4.896 0.007 0.067 0.039
H 5.109 -1.315 2.689 0.024 0.005 0.005
H 5.882 -0.177 0.306 0.021 -0.022 -0.007
H 5.495 2.031 -0.755 0.002 -0.010 -0.008
H 4.679 3.312 0.190 0.004 -0.002 -0.017
H 3.720 2.137 -0.739 0.029 0.030 0.033
Br -5.179 -4.118 2.540 0.003 0.001 -0.006
C -3.789 -3.087 1.781 0.020 0.079 0.026
C -3.636 -1.762 2.145 -0.016 -0.065 0.022
C -2.587 -1.070 1.565 0.004 0.029 0.013
N -1.741 -1.616 0.702 -0.028 -0.008 -0.041
C -1.906 -2.886 0.331 -0.119 0.032 0.140
C -2.935 -3.663 0.863 0.054 0.005 -0.030
C -0.977 -3.420 -0.708 0.009 -0.070 -0.151
C -1.077 -4.730 -1.170 -0.029 0.043 -0.002
C -0.267 -5.105 -2.225 0.035 0.049 -0.016
Br -0.370 -6.873 -2.889 0.000 0.006 -0.001
C 0.599 -4.197 -2.798 -0.004 -0.029 -0.004
C 0.654 -2.928 -2.240 0.041 0.009 0.030
N -0.101 -2.560 -1.215 -0.084 -0.155 0.140
H -4.298 -1.281 2.850 -0.009 -0.005 -0.004
H -2.414 -0.028 1.804 -0.011 -0.008 -0.003
H -3.082 -4.690 0.571 0.019 0.003 -0.007
H -1.764 -5.444 -0.745 -0.001 0.010 0.018
H 1.227 -4.454 -3.638 -0.005 -0.014 -0.004
H 1.342 -2.179 -2.611 0.023 0.002 -0.002
O 4.656 2.096 -6.902 0.009 -0.007 0.002
C 5.004 0.905 -6.338 0.018 0.031 -0.061
O 5.791 0.201 -6.916 -0.031 0.029 0.015
C 4.380 0.580 -5.037 -0.076 0.034 0.075
C 3.314 1.293 -4.479 0.034 0.008 -0.109
C 2.769 0.943 -3.261 0.109 -0.129 0.068
C 3.261 -0.154 -2.537 -0.010 -0.034 -0.011
S 2.684 -0.651 -0.965 -0.079 0.138 0.014
C 4.335 -0.864 -3.105 0.033 -0.077 -0.039
C 4.877 -0.509 -4.322 0.004 -0.024 0.004
H 4.085 2.579 -6.295 0.016 -0.018 -0.019
H 2.852 2.127 -5.001 0.011 -0.004 0.002
H 1.939 1.503 -2.867 -0.164 0.086 0.041
H 4.734 -1.713 -2.563 -0.012 0.013 0.012
H 5.698 -1.071 -4.748 0.005 -0.004 0.002
```
Positions in Å, forces in eV/Å.

## Properties
LUMO level: 1.2 eV
Energy above the lowest of the compared OMol25 structures with the same formula, charge and spin: 30.4 kJ/mol
Net charge: -1

Atomic partial charges in e from the Löwdin method, atoms 1 to 8:
1 Cd 1.240
2 C -0.028
3 C -0.277
4 N -0.056
5 N 0.018
6 C -0.512
7 O -0.103
8 C -0.143

=====

Density functional theory data (the ωB97M-V functional and the def2-TZVPD basis) for a cluster of 2 separate species, CH7NO in total in a non-equilibrium geometry.

XYZ file:
```
10
Properties=species:S:1:pos:R:3:forces:R:3
C -1.240 -0.291 0.276 -1.218 0.093 1.400
N -0.529 0.488 -0.719 -0.130 0.104 -0.726
H -0.637 -0.675 1.117 0.007 0.179 -0.467
H -1.830 -1.124 -0.142 0.385 0.298 0.129
H -1.934 0.474 0.662 -0.400 -1.153 0.773
H -1.071 0.262 -1.561 0.770 0.675 -0.083
H -0.813 1.435 -0.444 0.725 -0.203 -0.936
O 3.016 0.011 0.165 -0.907 -0.649 0.426
H 2.957 -0.829 0.675 0.020 0.933 -0.582
H 2.082 0.249 -0.029 0.747 -0.277 0.066
```
Positions in Å, forces in eV/Å.

## Properties
LUMO level: 0.9 eV
Energy above the lowest of the compared OMol25 structures with the same formula, charge and spin: 45.6 kJ/mol

Atomic partial charges in e from the Löwdin method, atoms 1 to 8:
1 C -0.215
2 N -0.084
3 H 0.065
4 H 0.075
5 H 0.069
6 H 0.067
7 H 0.064
8 O -0.097